Record 1
A structure of composition C26H31BIrN11. Source: the Open Molecules 2025 dataset; level of theory: the ωB97M-V functional and the def2-TZVPD basis.

```
70
Properties=species:S:1:pos:R:3:forces:R:3:mulliken_spin:R:1
Ir 0.6611 -0.7210 -0.3010 0.089 -0.714 0.130 -0.004
C 0.7754 -2.4675 2.7964 -0.011 -0.002 -0.022 0.000
C 0.3939 -1.0256 2.7441 0.079 0.012 -0.002 0.001
C -0.0993 -0.2818 3.8172 -0.020 -0.014 -0.001 0.001
C -0.4033 0.9578 3.3062 0.048 0.020 -0.005 -0.004
N -0.0823 0.9713 2.0032 -0.108 -0.086 0.047 -0.006
N 0.4075 -0.2371 1.6493 -0.130 0.151 -0.011 0.002
B -0.2499 2.0014 0.8805 -0.060 0.018 0.107 -0.025
N 1.1015 2.1672 0.1814 -0.142 -0.003 -0.199 -0.007
C 1.6924 3.3211 -0.1928 -0.025 -0.012 0.090 -0.003
C 2.6450 3.0516 -1.1294 0.076 -0.034 -0.041 0.000
C 2.5747 1.6712 -1.3355 -0.100 0.055 0.129 0.000
C 3.3740 0.9084 -2.3124 0.146 0.123 -0.086 0.002
N 1.6385 1.1295 -0.5391 0.344 0.283 -0.158 0.000
N -1.2992 1.5061 -0.1245 0.035 0.034 -0.049 0.004
C -2.3922 2.0736 -0.6803 -0.003 0.008 0.050 0.000
C -2.7928 1.3200 -1.7499 0.030 -0.022 -0.044 -0.001
C -1.8752 0.2684 -1.8397 -0.001 -0.028 0.096 0.001
C -1.8480 -0.8075 -2.8668 -0.071 0.014 -0.004 0.000
N -0.9847 0.3795 -0.8465 -0.074 0.044 -0.127 -0.002
N -0.5856 3.3547 1.5883 -0.040 0.028 0.009 0.267
C 0.2759 3.9932 2.5262 -0.011 -0.021 0.029 0.106
C -0.3439 5.1107 2.9639 -0.002 0.001 -0.013 0.023
C -1.5840 5.1377 2.2829 0.000 -0.006 -0.013 0.266
C -2.6808 6.0949 2.3244 -0.002 -0.002 -0.006 -0.001
N -1.6747 4.0109 1.4427 0.018 0.026 0.029 0.298
H 1.3205 -2.6694 3.7170 0.017 0.000 -0.010 0.000
H -0.1214 -3.0891 2.8101 -0.005 -0.002 0.026 0.000
H 1.3795 -2.7901 1.9556 -0.059 -0.013 0.043 0.000
H -0.2151 -0.6174 4.8336 -0.003 -0.003 -0.001 0.000
H -0.8154 1.8246 3.7967 -0.010 -0.004 0.004 -0.001
H 1.4038 4.2690 0.2310 -0.017 -0.008 -0.032 0.000
H 3.3072 3.7487 -1.6132 0.004 -0.018 -0.023 0.000
H 3.2527 1.3367 -3.3078 0.027 0.007 0.010 0.000
H 4.4381 0.9279 -2.0741 -0.022 -0.022 0.027 0.000
H 3.0183 -0.1016 -2.3451 0.032 -0.368 0.016 0.000
H -2.8131 2.9738 -0.2732 0.009 -0.005 -0.012 -0.002
H -3.6326 1.5048 -2.3971 0.005 -0.009 -0.011 0.000
H -2.7567 -1.4088 -2.8159 0.004 -0.005 0.015 0.000
H -1.8130 -0.3619 -3.8612 -0.024 0.011 0.008 0.000
H -0.9845 -1.4513 -2.7587 0.035 -0.007 -0.023 0.000
H 1.2348 3.5612 2.7679 -0.002 0.006 -0.003 -0.005
H 0.0194 5.8337 3.6752 0.000 0.000 0.003 0.002
H -2.5128 6.8860 3.0484 0.001 -0.001 0.002 -0.002
H -2.8179 6.5311 1.3254 0.000 0.000 0.002 0.047
H -3.6218 5.5737 2.5366 0.000 0.001 0.002 0.039
C -2.8907 -2.8893 0.8175 0.009 0.009 0.010 0.000
C -2.8884 -4.0144 0.0069 -0.003 -0.006 -0.014 -0.001
C -1.8093 -4.2221 -0.8316 0.008 -0.019 0.010 0.000
C -0.7535 -3.3221 -0.8255 0.081 -0.032 -0.087 -0.002
N -0.7473 -2.2477 -0.0233 0.090 0.181 0.018 0.003
C -1.8167 -2.0284 0.7642 0.026 -0.038 0.058 -0.001
C 0.3893 -3.4395 -1.7452 0.068 -0.067 0.080 0.002
C 0.7128 -4.6643 -2.3103 -0.054 0.056 0.017 -0.001
C 1.7773 -4.7596 -3.1862 0.033 -0.065 -0.046 0.001
C 2.4868 -3.6091 -3.4696 0.003 0.012 -0.017 -0.001
C 2.1163 -2.4266 -2.8575 -0.221 -0.014 -0.018 0.000
N 1.0920 -2.3082 -1.9948 -0.024 0.259 0.071 0.001
H -3.7189 -2.6678 1.4756 -0.001 0.004 -0.005 0.000
H -3.7236 -4.7020 0.0082 0.009 -0.010 0.009 0.000
H -1.8005 -5.0605 -1.5115 -0.026 0.000 0.006 0.000
H -1.8066 -1.1337 1.3667 0.009 0.036 -0.008 0.000
H 0.1405 -5.5434 -2.0544 0.018 -0.004 0.009 0.000
H 2.0431 -5.7072 -3.6349 -0.002 -0.003 0.005 0.000
H 3.3199 -3.6136 -4.1582 0.004 0.027 0.004 0.000
H 2.6637 -1.5436 -3.1057 0.052 0.264 -0.059 0.000
N 2.5568 -1.5370 0.2793 -0.152 -0.002 0.020 0.000
H 2.8402 -1.1148 1.1623 0.045 -0.048 0.008 0.000
H 3.2641 -1.2702 -0.4030 0.000 0.016 0.008 0.000
H 2.6386 -2.5452 0.3910 -0.033 0.007 -0.055 0.000
```
Forces are in eV/Å.

Its expectation value of S² is 0.76. The total energy is -1740.11912 a.u. The spin multiplicity is 2. Its HOMO energy (spin up / spin down) is -0.63282 / -0.63279 Ha. The value obtained for the molecular weight is 700.64 g mol⁻¹. The energy above the lowest of the compared OMol25 structures with the same formula, charge and spin comes out at 26.9 kcal/mol. As for the largest force on an atom: 0.73 eV/A. Its charge is +3. As for the orbital gap (spin up / spin down): 0.325 / 0.208 Eh.



Record 2
A cluster of 4 separate species, C26H31BrFN3O2S in total in a non-equilibrium geometry. Source: the Open Molecules 2025 dataset; level of theory: the ωB97M-V functional and the def2-TZVPD basis.

```
65
Properties=species:S:1:pos:R:3:forces:R:3:lowdin_charge:R:1
C 2.8502 -2.1767 1.4220 -0.196 0.304 0.076 -0.009
C 3.0115 -1.0364 0.7160 -0.046 -0.027 0.559 -0.191
C 3.2965 0.3623 1.3903 -0.659 -1.013 0.258 -0.106
C 1.8848 1.0491 1.5032 1.002 0.171 -0.757 -0.045
C 1.4210 1.8034 0.4750 -0.831 -0.838 1.291 -0.110
F 2.1575 1.9941 -0.6745 -1.004 0.145 1.329 0.051
C -0.0075 2.4212 0.6202 0.393 -0.839 0.105 -0.250
O -0.2896 3.5180 0.2162 -0.088 -0.449 -0.184 0.125
C -1.0154 1.5014 1.3812 -1.075 -1.530 1.155 -0.046
C -2.4098 1.3878 1.0314 1.145 -1.012 1.925 0.021
C -3.2675 0.4562 1.7989 0.583 0.584 0.220 -0.190
C -4.7721 0.3382 1.3377 1.558 -1.633 0.034 -0.384
S -4.7843 0.1568 -0.5148 -1.086 0.030 0.000 0.828
C -4.7218 -1.6535 -0.8583 1.225 -1.131 0.642 -0.508
C -3.1850 -2.0513 -1.0141 -0.641 0.613 0.193 -0.167
C -2.7989 -0.3303 2.9233 1.351 1.104 -0.070 -0.165
C -3.6954 -1.2889 3.7697 0.084 -0.191 -0.141 -0.158
C -3.5023 -2.7819 3.2513 -0.746 -0.497 0.006 -0.375
C -2.8843 -3.7757 4.3145 0.419 -0.362 -0.697 -0.126
C -4.8724 -3.4545 2.7595 1.206 -0.294 -0.108 -0.085
C -1.3585 -0.2084 3.2801 -0.974 1.187 -1.624 -0.431
Br -0.6635 -1.2477 4.7934 -0.390 0.952 -1.212 0.828
C -0.5148 0.6678 2.5050 -0.124 0.183 -0.254 -0.081
C 1.0195 0.8128 2.7889 -0.838 -0.070 -1.437 -0.292
O 1.5143 0.7209 3.8774 0.056 0.011 -0.410 0.078
H 3.0827 -2.2437 2.5162 -0.389 0.282 -1.049 0.070
H 2.4235 -3.1109 0.9762 0.791 0.966 0.208 0.062
H 2.9033 -1.0402 -0.3892 -0.206 0.075 1.003 0.076
H 4.0183 0.9778 0.7969 -0.747 -0.528 0.504 0.110
H 3.7086 0.1574 2.4157 -0.432 0.439 -0.926 0.118
H -2.8431 1.9768 0.1984 0.410 -0.515 0.705 0.105
H -5.4108 1.1786 1.6912 0.449 -0.660 -0.483 0.093
H -5.1228 -0.6604 1.7195 -0.086 1.288 -0.257 0.049
H -5.2642 -1.9536 -1.7866 0.227 0.841 0.663 0.072
H -5.1928 -2.2443 -0.0205 0.419 0.747 -0.750 0.060
H -3.0414 -3.0714 -1.4496 -0.114 0.790 0.475 0.071
H -2.6933 -1.9492 -0.0086 -0.317 -0.279 -0.972 0.056
H -2.7260 -1.2770 -1.6826 -0.245 -0.860 0.492 0.063
H -3.4178 -1.2637 4.8587 -0.056 0.269 -1.128 0.084
H -4.7829 -0.9978 3.7379 1.146 -0.195 -0.157 0.111
H -2.8156 -2.7225 2.3596 -0.635 -0.184 0.901 0.120
H -1.7716 -3.8245 4.1914 -1.003 0.106 0.375 0.039
H -3.1371 -3.5259 5.3736 0.145 -0.046 -0.877 0.081
H -3.2620 -4.8172 4.1045 0.336 1.012 0.239 0.075
H -5.2671 -4.1338 3.5636 0.029 0.989 -0.682 0.076
H -5.6238 -2.7083 2.4068 0.470 -0.732 0.287 0.056
H -4.5697 -4.1468 1.9215 -0.628 0.710 0.647 0.083
C 2.2660 3.7884 -3.3696 -0.031 0.067 -0.615 -0.061
C 2.3249 3.7276 -4.8491 0.012 0.045 0.625 -0.270
N 2.3746 3.6805 -5.9955 0.069 -0.035 0.089 0.118
H 3.0787 4.4078 -2.9911 -0.015 -0.043 -0.056 0.090
H 1.3153 4.2163 -3.0525 0.038 -0.034 -0.029 0.086
H 2.3597 2.7885 -2.9538 -0.081 0.101 -0.001 0.034
C 4.6405 0.9268 -3.3636 -0.088 -0.587 0.773 -0.085
C 4.8750 -0.0985 -2.3242 -0.185 0.448 -0.501 -0.242
N 5.0570 -0.8860 -1.5089 0.146 0.009 -0.087 0.139
H 4.8201 0.5047 -4.3510 0.040 0.024 0.073 0.080
H 3.6106 1.2750 -3.3081 0.019 -0.164 0.002 0.050
H 5.3108 1.7731 -3.2118 -0.238 -0.396 0.090 0.024
C 6.1575 3.1392 -7.1421 0.006 -0.114 0.513 -0.054
C 6.2310 2.9451 -5.6765 -0.024 0.136 -0.637 -0.223
N 6.2879 2.7951 -4.5398 0.479 0.611 -0.575 0.134
H 6.1472 4.2037 -7.3734 -0.020 -0.050 0.060 0.083
H 7.0217 2.6783 -7.6197 -0.020 0.017 0.079 0.080
H 5.2479 2.6816 -7.5300 0.006 0.052 0.078 0.079
```
Forces are in eV/Å.

The total energy is -4395.98193 a.u. The spin multiplicity is 1. Its HOMO energy is -0.32148 Ha. The value obtained for the molecular weight is 548.52 g mol⁻¹. As for the largest force on an atom: 2.46 eV/A. Its charge is 0. The SMILES is C=CCC1=C(F)C(=O)c2cc(CSCC)c(CC(C)C)c(Br)c2C1=O.CC#N.CC#N.CC#N. As for the orbital gap: 0.292 Eh.



Record 3
A structure of composition C26H31CaN4O3SeSi. Source: the Open Molecules 2025 dataset; level of theory: the ωB97M-V functional and the def2-TZVPD basis.

```
67
Properties=species:S:1:pos:R:3:forces:R:3:lowdin_charge:R:1
Ca 0.1305 0.4171 0.7958 0.132 -0.109 0.324 1.295
C -0.3069 3.4194 2.2572 -0.094 0.027 0.052 -0.078
O -0.2494 2.0320 2.6236 -0.036 0.071 0.128 -0.318
C 0.5522 1.7893 3.7744 -0.024 0.014 -0.015 -0.179
C 2.0056 1.6626 3.3819 0.018 0.001 -0.139 -0.153
O 2.0400 0.6766 2.3482 0.151 0.017 0.178 -0.257
C 3.3427 0.4219 1.8233 -0.058 0.054 0.019 -0.159
C 3.1285 -0.4483 0.6067 -0.001 -0.012 -0.069 -0.172
O 2.2527 0.1943 -0.3179 0.217 0.016 -0.009 -0.347
C 2.8646 1.2473 -1.0763 -0.053 -0.069 0.011 -0.046
H -0.5553 4.0154 3.1370 0.003 0.008 -0.004 0.104
H -1.0874 3.5158 1.5103 -0.006 0.022 -0.008 0.054
H 0.6369 3.7574 1.8254 0.010 0.006 0.015 0.093
H 0.1943 0.8527 4.1931 0.018 -0.033 0.055 0.104
H 0.4030 2.5641 4.5303 0.052 0.063 -0.076 0.141
H 2.6234 1.3570 4.2317 -0.051 -0.041 0.005 0.144
H 2.4048 2.6037 2.9893 -0.021 0.022 0.038 0.136
H 3.9678 -0.0799 2.5675 -0.030 -0.041 -0.024 0.144
H 3.8150 1.3746 1.5628 0.042 -0.037 -0.020 0.132
H 2.6247 -1.3735 0.8951 0.015 -0.005 0.028 0.130
H 4.0750 -0.7094 0.1265 0.007 0.069 0.010 0.142
H 3.8025 0.8905 -1.5056 0.001 0.015 -0.015 0.107
H 3.0480 2.1283 -0.4579 0.017 0.006 -0.012 0.094
H 2.1666 1.5038 -1.8690 0.011 0.014 0.006 0.064
Se -3.5532 -6.7399 0.5377 -0.014 0.592 -0.027 1.163
N -3.0146 -5.7143 1.9049 0.121 -0.416 -0.152 -0.212
C -2.2849 -4.7607 1.3989 -0.063 0.125 0.086 -0.343
C -1.6157 -3.7498 2.2137 -0.037 -0.013 0.048 -0.077
C -1.6406 -3.7939 3.6066 0.048 0.042 -0.006 0.029
C -0.9366 -2.8414 4.3080 0.005 -0.011 -0.025 -0.019
C -0.2677 -1.8528 3.5951 0.034 0.030 0.024 -0.114
N -0.2649 -1.7591 2.2702 -0.156 -0.083 0.031 0.057
C -0.9069 -2.7242 1.5838 -0.014 -0.067 -0.165 -0.142
C -0.7875 -2.7020 0.1110 0.016 -0.026 0.104 -0.148
N -0.0503 -1.7099 -0.4172 -0.184 0.008 -0.264 0.010
C 0.1270 -1.6821 -1.7324 -0.036 -0.053 -0.072 -0.101
C -0.4100 -2.6393 -2.5928 0.041 0.042 0.036 -0.009
C -1.1746 -3.6493 -2.0594 0.028 0.022 0.021 0.035
C -1.3732 -3.6904 -0.6764 -0.036 -0.004 -0.013 -0.077
C -2.1619 -4.7365 -0.0317 -0.029 0.160 -0.096 -0.342
N -2.7910 -5.6713 -0.6860 0.076 -0.430 0.194 -0.208
H -2.1877 -4.5829 4.1044 -0.010 -0.010 -0.007 0.127
H -0.8943 -2.8503 5.3874 -0.001 0.001 0.008 0.117
H 0.3148 -1.1135 4.1271 -0.015 0.051 0.007 0.096
H 0.7112 -0.8593 -2.1262 -0.015 0.017 -0.007 0.112
H -0.2297 -2.5544 -3.6542 -0.018 -0.020 -0.013 0.116
H -1.6245 -4.4143 -2.6779 -0.003 -0.001 -0.010 0.127
C 0.1889 4.0946 -1.2774 0.031 -0.025 -0.005 -0.262
Si -0.8016 2.4652 -1.1216 -0.027 -0.027 -0.264 0.491
C -2.6123 3.0573 -1.0922 0.001 0.021 0.068 -0.261
C -0.6413 1.6885 -2.8640 -0.052 -0.004 -0.021 -0.344
C 0.3893 1.9891 -3.7591 0.065 0.032 0.038 -0.132
C 0.5038 1.3573 -4.9922 0.026 -0.001 -0.022 -0.089
C -0.4337 0.4128 -5.3809 -0.020 -0.023 -0.005 -0.099
C -1.4850 0.1113 -4.5236 0.007 -0.009 -0.016 -0.110
C -1.5723 0.7321 -3.2871 -0.075 -0.031 0.051 -0.144
H -0.0920 4.6341 -2.1860 -0.021 -0.006 -0.015 0.032
H 1.2727 3.9494 -1.3066 0.001 -0.010 0.003 0.002
H -0.0194 4.7612 -0.4375 -0.007 0.019 0.039 0.008
H -2.8090 3.7777 -1.8896 0.012 0.016 -0.012 0.031
H -2.8592 3.5378 -0.1411 -0.024 0.027 -0.004 0.005
H -3.3124 2.2286 -1.2139 -0.001 -0.022 0.001 0.008
H 1.1152 2.7555 -3.5050 -0.004 0.016 0.003 0.088
H 1.3137 1.6211 -5.6609 0.009 0.002 -0.002 0.102
H -0.3590 -0.0661 -6.3485 -0.004 -0.002 -0.008 0.101
H -2.2443 -0.6014 -4.8240 0.007 -0.011 -0.008 0.103
H -2.4046 0.4723 -2.6370 0.017 0.005 0.001 0.094
```
Forces are in eV/Å.

The total energy is -4822.50652 a.u. The spin multiplicity is 1. Its HOMO energy is -0.32902 Ha. The value obtained for the molecular weight is 594.68 g mol⁻¹. The energy above the lowest of the compared OMol25 structures with the same formula, charge and spin comes out at 0.0 kcal/mol. As for the largest force on an atom: 0.59 eV/A. Its charge is +1. As for the orbital gap: 0.206 Eh.



> Which value of molecular weight does entry 1 give?

700.64 g mol⁻¹